No. 1
Molecular formula: C25H45ClN11OSi
Method: DFT, ωB97M-V with the def2-TZVPD basis set

The charge is +1. The calculation puts the total energy at -2406.26061 hartree. The multiplicity is 1. The calculation puts the highest occupied orbital energy at -0.3493 hartree.

Atoms and positions in Å:
C 1.630 -0.191 0.310
Si 2.016 1.357 -0.804
C 1.596 0.921 -2.663
C 3.947 1.625 -0.742
O 1.172 2.798 -0.294
C -0.180 2.344 0.110
C -1.295 3.516 -0.096
N -2.106 3.161 -1.310
C -3.226 2.424 -1.192
N -3.811 1.871 0.041
C -3.642 0.382 0.135
C -4.293 -0.223 -1.255
C -3.720 0.562 -2.582
Cl -4.293 -0.170 -4.166
N -3.938 2.076 -2.485
H 0.948 -0.888 -0.314
H 2.626 -0.675 0.644
H 1.012 0.092 1.266
H 2.414 1.331 -3.378
H 0.534 1.369 -2.875
H 1.595 -0.242 -2.821
H 4.285 1.627 0.379
H 4.428 0.722 -1.307
H 4.237 2.620 -1.281
H -0.474 1.429 -0.535
H -0.108 2.115 1.247
H -1.915 3.759 0.848
H -0.689 4.484 -0.370
H -1.777 3.485 -2.240
H -3.550 2.376 0.902
H -2.508 0.075 0.150
H -4.205 -0.080 1.036
H -4.198 -1.370 -1.327
H -5.426 0.090 -1.200
H -2.557 0.421 -2.540
H -3.369 2.470 -3.271
C -6.748 -2.626 -4.972
C -7.941 -3.503 -4.683
N -8.896 -4.207 -4.448
H -6.943 -1.607 -4.633
H -5.869 -3.011 -4.450
H -6.548 -2.612 -6.046
C 5.193 2.526 -5.776
C 5.197 1.741 -4.488
N 5.201 1.112 -3.455
H 4.733 1.933 -6.571
H 4.625 3.450 -5.647
H 6.217 2.774 -6.064
C -6.503 -4.425 -0.954
C -5.343 -4.358 -1.915
N -4.399 -4.307 -2.692
H -6.173 -4.848 -0.002
H -6.900 -3.423 -0.779
H -7.294 -5.054 -1.369
C -1.015 -4.330 -1.314
C -0.232 -3.670 -0.206
N 0.394 -3.140 0.683
H -2.047 -4.489 -0.995
H -1.011 -3.694 -2.202
H -0.567 -5.294 -1.565
C 0.787 -0.380 4.705
C -0.318 0.309 3.939
N -1.206 0.862 3.329
H 1.161 -1.233 4.134
H 1.608 0.317 4.885
H 0.404 -0.735 5.665
C 7.096 -0.853 1.588
C 5.993 -0.183 0.805
N 5.096 0.367 0.184
H 7.486 -1.704 1.025
H 7.908 -0.144 1.770
H 6.710 -1.206 2.547
C 1.805 -0.102 8.619
C 2.979 -0.047 7.674
N 3.920 -0.004 6.916
H 2.121 -0.514 9.580
H 1.408 0.904 8.777
H 1.019 -0.734 8.201
C 4.737 1.952 3.802
C 3.430 2.322 4.463
N 2.385 2.622 4.998
H 4.746 2.308 2.769
H 5.568 2.410 4.343
H 4.864 0.867 3.806


No. 2
Molecular formula: C25H45ClN4O5P
Method: DFT, ωB97M-V with the def2-TZVPD basis set

The charge is -1. The calculation puts the total energy at -2376.37998 hartree. The multiplicity is 1. The calculation puts the highest occupied orbital energy at -0.1607 hartree.

Atoms and positions in Å:
C -1.044 3.196 2.806
C -0.744 3.453 1.323
C 0.540 2.789 0.802
C 0.294 1.454 0.060
C -0.275 0.451 1.088
C -0.349 -0.986 0.528
C -0.055 -1.964 1.695
N -0.749 -1.581 2.917
C -2.211 -1.611 2.828
C -2.811 -2.730 1.980
C -2.523 -4.131 2.503
Cl -4.626 -2.492 2.036
C -0.227 -2.228 4.097
O 0.464 -3.477 3.773
C 0.705 -4.205 4.884
O -0.128 -4.883 5.419
C 2.113 -4.121 5.402
C 3.177 -4.400 4.552
C 4.470 -4.282 5.044
C 4.657 -3.874 6.358
C 3.593 -3.609 7.205
C 2.291 -3.730 6.720
C 0.785 -1.231 4.758
O 1.938 -1.255 4.269
O 0.364 -0.491 5.661
H -1.920 3.799 3.075
H -1.316 2.166 3.027
H -0.245 3.521 3.474
H -0.702 4.537 1.193
H -1.585 3.063 0.739
H 1.254 2.594 1.608
H 1.041 3.460 0.094
H -0.434 1.604 -0.735
H 1.262 1.098 -0.300
H -1.275 0.776 1.370
H 0.404 0.483 1.940
H -1.306 -1.194 0.048
H 0.502 -1.093 -0.149
H -0.177 -3.017 1.411
H 1.010 -1.831 1.899
H -2.554 -0.630 2.486
H -2.638 -1.723 3.826
H -2.551 -2.692 0.926
H -3.245 -4.803 2.029
H -1.548 -4.486 2.177
H -2.670 -4.237 3.577
H -0.982 -2.458 4.851
H 2.951 -4.681 3.532
H 5.291 -4.489 4.369
H 5.666 -3.750 6.740
H 3.729 -3.276 8.225
H 1.462 -3.496 7.373
O -0.386 2.015 -3.059
P -0.606 2.482 -4.469
N -1.241 1.041 -5.157
C -0.649 0.074 -6.046
C -2.572 0.672 -4.703
N 1.048 2.829 -4.837
C 1.794 2.251 -5.932
C 1.942 2.999 -3.692
N -1.134 3.461 -5.758
C -1.734 3.033 -7.004
C -0.629 4.832 -5.813
H -1.236 -0.024 -6.972
H -0.602 -0.917 -5.579
H 0.362 0.321 -6.352
H -3.334 1.372 -5.079
H -2.632 0.667 -3.610
H -2.848 -0.324 -5.047
H 2.118 1.225 -5.713
H 2.696 2.841 -6.125
H 1.229 2.265 -6.866
H 2.260 2.038 -3.271
H 1.465 3.572 -2.902
H 2.836 3.552 -3.995
H -0.993 2.603 -7.685
H -2.194 3.883 -7.513
H -2.542 2.320 -6.856
H 0.291 4.895 -6.402
H -0.421 5.211 -4.814
H -1.366 5.505 -6.258


No. 3
Molecular formula: C25H45CrN2P3Se2
Method: DFT, ωB97M-V with the def2-TZVPD basis set

The charge is +3. The calculation puts the total energy at -7959.53832 hartree. The multiplicity is 4. The calculation puts the highest occupied orbital energy (spin up / spin down) at -0.5777 / -0.5777 hartree.

Atoms and positions in Å:
Cr -0.073 -0.171 -0.197
P 0.257 1.651 1.132
P -2.412 0.126 -0.297
P 2.250 -0.335 -0.588
H -1.497 -3.637 -6.440
C -0.895 -4.434 -5.970
C -0.698 -4.490 -4.621
H -1.314 -3.913 -3.898
C 0.540 3.232 0.222
C -1.109 2.088 2.265
C 1.654 1.665 2.308
C -3.060 -0.931 -1.622
C -3.494 -0.347 1.091
C -3.034 1.784 -0.729
C 2.576 -1.529 -1.912
C 3.328 -0.933 0.766
C 3.125 1.159 -1.158
H -0.470 -5.145 -6.697
H 0.062 -5.177 -4.208
H 0.678 4.052 0.942
H -0.320 3.457 -0.426
H 1.429 3.153 -0.421
H -0.767 2.933 2.882
H -1.334 1.245 2.930
H -2.022 2.374 1.728
H 1.506 2.507 3.001
H 2.617 1.786 1.796
H 1.653 0.733 2.886
H -4.133 -0.721 -1.742
H -2.923 -1.983 -1.334
H -2.533 -0.737 -2.565
H -4.412 -0.813 0.694
H -3.764 0.537 1.695
H -2.982 -1.099 1.716
H -4.116 1.726 -0.909
H -2.539 2.133 -1.645
H -2.838 2.522 0.054
H 3.655 -1.542 -2.125
H 2.017 -1.250 -2.814
H 2.252 -2.524 -1.579
H 4.279 -1.295 0.340
H 2.842 -1.765 1.296
H 3.541 -0.139 1.498
H 4.099 0.863 -1.566
H 3.276 1.884 -0.353
H 2.541 1.643 -1.949
C 0.120 0.865 -4.344
C -0.104 -0.514 -4.520
C 0.145 -1.143 -5.747
C 0.647 -0.369 -6.813
C 0.858 1.015 -6.641
C 0.609 1.637 -5.414
Se -0.136 1.693 -2.605
H -0.175 0.238 -2.029
H -0.478 -1.085 -3.657
H -0.057 -2.224 -5.846
H 0.899 -0.819 -7.779
H 1.212 1.582 -7.504
H 0.787 2.701 -5.235
C 1.929 -2.209 3.986
N 0.573 -1.715 4.144
C -0.359 -1.524 3.155
Se -0.274 -2.029 1.341
N -1.401 -0.877 3.749
C -1.095 -0.562 5.066
C -1.769 0.291 5.917
C -1.140 0.619 7.117
C 0.132 0.096 7.415
C 0.805 -0.738 6.512
C 0.157 -1.068 5.324
H 2.290 -2.458 4.988
H 2.615 -1.451 3.580
H 1.930 -3.081 3.325
H -2.279 -0.653 3.288
H -2.755 0.628 5.630
H -1.615 1.270 7.843
H 0.625 0.353 8.352
H 1.789 -1.144 6.724


No. 4
Molecular formula: C25H45FeNP2S
Method: DFT, ωB97M-V with the def2-TZVPD basis set

The charge is +1. The calculation puts the total energy at -3378.56968 hartree. The multiplicity is 6. The calculation puts the highest occupied orbital energy (spin up / spin down) at -0.3712 / -0.4006 hartree.

Atoms and positions in Å:
Fe -0.229 -0.582 0.742
C 1.528 -1.910 0.173
C 2.105 -0.591 0.034
C 1.445 -0.851 2.245
C 1.216 -2.117 1.563
C 1.981 0.082 1.327
C 1.745 -3.021 -0.826
H 1.699 -2.708 -1.901
H 1.043 -3.888 -0.752
H 2.765 -3.489 -0.723
C 1.100 -3.461 2.117
H 0.800 -4.302 1.466
H 0.079 -3.559 2.823
H 1.788 -3.687 2.940
C 1.260 -0.638 3.705
H 2.228 -0.800 4.227
H 0.570 -1.342 4.223
H 0.905 0.368 4.027
C 2.784 1.211 1.843
H 3.791 0.814 2.137
H 2.398 1.672 2.785
H 3.007 2.069 1.164
C 3.148 -0.356 -0.940
H 4.018 -1.011 -0.670
H 3.552 0.670 -0.971
H 2.903 -0.648 -1.988
C -0.880 1.365 -2.586
C 0.207 0.702 -2.984
C 1.122 1.215 -4.060
C 2.008 2.410 -3.573
C 1.754 2.847 -2.156
C 0.642 3.538 -1.816
C -0.429 3.870 -2.804
C -1.323 2.654 -3.209
H 0.533 1.538 -4.943
H 1.783 3.266 -4.242
H 1.779 0.389 -4.420
H -1.334 2.571 -4.312
H -1.518 1.067 -1.716
H 0.586 -0.254 -2.524
H -2.371 2.864 -2.902
H -1.051 4.698 -2.403
H 0.577 4.044 -0.820
H 0.036 4.267 -3.727
H 3.085 2.190 -3.735
H 2.604 2.748 -1.425
P -1.838 -2.139 -0.393
C -1.815 -3.775 0.366
H -2.666 -4.338 -0.052
H -1.938 -3.789 1.457
H -0.899 -4.343 0.129
C -3.588 -1.746 -0.292
H -4.155 -2.642 -0.629
H -3.879 -0.907 -0.951
H -3.926 -1.508 0.732
C -1.706 -2.698 -2.094
H -1.978 -1.921 -2.829
H -2.420 -3.543 -2.227
H -0.702 -3.081 -2.360
P -1.294 1.483 1.650
C -0.182 2.719 2.400
H -0.758 3.664 2.494
H 0.774 2.940 1.907
H 0.068 2.416 3.449
C -2.733 2.302 0.902
H -2.484 3.110 0.189
H -3.336 2.768 1.720
H -3.423 1.588 0.395
C -2.123 1.257 3.227
H -2.363 2.275 3.611
H -1.486 0.765 3.967
H -3.065 0.716 3.117
S -1.430 -3.390 4.348
C -1.097 -2.435 3.146
N -0.996 -1.666 2.207


No. 5
Molecular formula: C25H45N2P3SSeZr
Method: DFT, ωB97M-V with the def2-TZVPD basis set

The charge is +4. The calculation puts the total energy at -4958.31796 hartree. The multiplicity is 1. The calculation puts the highest occupied orbital energy at -0.6878 hartree.

Atoms and positions in Å:
Zr -0.433 0.325 -0.698
P -0.808 -1.844 0.924
P 1.979 -0.847 -1.280
P -3.154 0.501 -0.228
H -1.235 2.245 -6.474
C -1.880 2.682 -5.688
C -1.343 3.519 -4.780
H -0.330 3.936 -5.009
C -1.340 -3.406 0.111
C 0.696 -2.507 1.775
C -1.903 -1.890 2.406
C 3.115 0.028 -2.426
C 3.214 -1.460 -0.046
C 1.466 -2.378 -2.146
C -4.282 1.746 -1.005
C -3.594 0.959 1.503
C -4.143 -0.968 -0.532
H -2.952 2.511 -5.854
H -1.938 4.052 -4.013
H -1.340 -4.222 0.855
H -0.660 -3.650 -0.719
H -2.354 -3.261 -0.286
H 0.444 -3.316 2.487
H 1.185 -1.689 2.325
H 1.392 -2.889 1.013
H -1.615 -2.732 3.059
H -2.956 -1.999 2.124
H -1.796 -0.956 2.966
H 4.179 -0.113 -2.155
H 2.894 1.100 -2.358
H 2.950 -0.315 -3.461
H 3.367 -2.550 -0.076
H 2.842 -1.160 0.942
H 4.184 -0.979 -0.236
H 2.202 -2.535 -2.941
H 0.474 -2.269 -2.610
H 1.455 -3.262 -1.490
H -5.301 1.492 -0.665
H -4.233 1.744 -2.099
H -3.992 2.739 -0.641
H -4.495 1.591 1.428
H -2.792 1.507 2.017
H -3.833 0.031 2.040
H -5.155 -0.597 -0.716
H -4.169 -1.655 0.317
H -3.795 -1.506 -1.417
C -0.752 1.128 -3.557
C -1.693 0.124 -3.847
C -1.404 -0.810 -4.848
C -0.305 -0.601 -5.691
C 0.653 0.382 -5.399
C 0.397 1.263 -4.374
S -1.025 2.355 -2.330
H -2.056 1.366 -1.476
H -2.663 0.123 -3.342
H -2.070 -1.669 -4.974
H -0.218 -1.187 -6.606
H 1.562 0.509 -5.991
H 1.015 2.154 -4.270
C 0.213 -0.152 4.740
N 1.366 0.516 4.147
C 1.451 1.121 2.919
Se 0.115 1.444 1.566
N 2.667 1.743 2.920
C 3.389 1.482 4.089
C 4.544 2.076 4.587
C 4.873 1.788 5.924
C 4.053 0.979 6.723
C 2.856 0.433 6.218
C 2.563 0.702 4.874
H 0.414 -0.218 5.808
H 0.108 -1.168 4.359
H -0.704 0.418 4.564
H 2.990 2.357 2.186
H 5.105 2.733 3.927
H 5.777 2.213 6.354
H 4.393 0.817 7.748
H 2.169 -0.173 6.811


No. 6
Molecular formula: C25H45NO18S3
Method: DFT, ωB97M-V with the def2-TZVPD basis set

The charge is 0. The calculation puts the total energy at -3582.53255 hartree. The multiplicity is 1. The calculation puts the highest occupied orbital energy at -0.2712 hartree.

Atoms and positions in Å:
C 3.715 0.194 -0.422
C 4.707 0.264 -1.520
O 5.940 0.466 -0.814
C 5.629 0.837 0.464
O 6.474 1.237 1.259
O 4.371 0.643 0.697
H 3.538 -0.875 -0.304
H 2.905 0.829 -0.780
H 4.367 0.973 -2.276
H 4.578 -0.723 -1.964
C -1.586 -5.009 2.120
C -2.123 -5.970 1.135
O -1.875 -5.301 -0.085
C -1.068 -4.145 0.151
O -0.662 -3.300 -0.641
O -0.781 -4.106 1.438
H -0.905 -5.610 2.723
H -2.428 -4.528 2.618
H -3.112 -6.303 1.448
H -1.481 -6.848 1.204
C -3.357 3.656 0.254
C -3.046 2.133 0.057
O -1.987 1.941 0.899
C -1.417 3.170 1.070
O -0.248 3.319 1.488
O -2.168 4.133 0.790
H -4.106 3.850 1.023
H -3.545 4.086 -0.729
H -2.924 1.720 -0.944
H -3.862 1.526 0.447
C 1.034 0.741 2.694
C -0.428 0.431 2.833
O -0.916 1.512 3.548
C -0.034 2.468 3.678
O -0.309 3.634 4.055
O 1.145 1.913 3.443
H 1.539 0.656 1.732
H 1.387 -0.138 3.234
H -0.512 -0.396 3.539
H -1.000 0.312 1.913
C 1.898 -2.456 -3.619
C 1.348 -1.221 -2.888
O 0.199 -0.962 -3.664
C -0.126 -2.106 -4.380
O -1.290 -2.326 -4.805
O 0.808 -3.015 -4.202
H 2.195 -3.259 -2.945
H 2.681 -2.340 -4.368
H 2.013 -0.358 -2.921
H 1.129 -1.368 -1.831
C -2.385 -2.331 2.362
C -1.668 -2.378 3.676
C -0.297 -3.156 3.702
C 0.704 -2.680 2.729
N 1.415 -2.336 1.960
H -3.406 -1.976 2.501
H -2.651 -3.350 2.083
H -1.848 -1.826 1.559
H -2.387 -2.921 4.290
H -1.353 -1.419 4.087
H -0.574 -4.195 3.881
H 0.312 -2.808 4.537
C 2.286 3.640 1.185
S 3.151 4.050 -0.366
O 4.442 3.354 -0.831
C 1.912 3.163 -1.388
H 2.756 2.932 1.868
H 1.231 3.367 1.194
H 2.274 4.603 1.697
H 1.868 2.112 -1.099
H 2.174 3.151 -2.446
H 0.937 3.611 -1.197
C -3.090 1.165 -3.026
S -2.485 2.202 -4.479
O -3.619 2.597 -5.428
C -2.031 3.719 -3.530
H -2.240 0.714 -2.514
H -3.817 0.408 -3.322
H -3.530 1.922 -2.377
H -1.287 4.405 -3.935
H -1.672 3.325 -2.579
H -2.999 4.052 -3.157
C 0.055 -1.083 0.246
S 0.964 0.462 -0.233
O 2.066 -0.127 -1.090
C -0.120 0.929 -1.629
H 0.716 -1.695 0.860
H -0.339 -1.749 -0.522
H -0.761 -0.783 0.902
H -0.608 0.038 -2.022
H 0.520 1.243 -2.453
H -0.916 1.669 -1.550